Entry from OMol25: a 3-piece molecular cluster, C22H49BClF3O17P3S2 overall (ωB97M-V/def2-TZVPD).

Cartesian coordinates (Å):
C -2.905 1.221 -1.510
C -2.643 0.370 -0.094
C -2.751 1.472 1.125
O -1.616 1.466 2.062
C -0.342 1.788 1.396
C 0.746 0.605 1.742
O 0.528 -0.763 1.217
B 1.583 -1.617 1.798
Cl 3.183 -1.677 0.830
C 1.240 -3.144 2.300
C -0.138 -3.783 1.624
C -0.786 -4.753 2.824
S -2.332 -5.667 2.295
O -3.194 -5.981 3.579
O -1.913 -7.065 1.732
O -3.176 -4.697 1.155
O 1.952 -0.918 3.079
C 1.002 0.212 3.343
P -0.431 -0.739 4.248
O -0.027 -1.236 5.697
S 1.843 1.553 4.349
O 3.236 0.955 4.789
O 2.180 2.793 3.460
C 0.861 2.168 5.821
F -0.588 2.359 5.571
F 1.413 3.525 6.179
F 1.154 1.233 6.959
H -2.381 2.280 -1.358
H -2.360 0.696 -2.408
H -4.065 1.357 -1.660
H -3.413 -0.533 0.020
H -1.585 -0.118 -0.219
H -3.021 2.557 0.710
H -3.708 1.152 1.764
H -0.433 2.039 0.255
H 0.076 2.778 1.913
H 1.807 0.933 1.303
H 1.026 -3.133 3.473
H 2.185 -3.826 2.063
H 0.100 -4.486 0.690
H -0.889 -2.955 1.278
H 0.051 -5.562 3.067
H -0.990 -4.092 3.776
H -3.140 -3.774 1.552
H -1.001 -1.785 3.408
H -1.496 0.252 4.411
O 8.369 -3.715 0.656
P 8.635 -2.616 -0.403
O 10.183 -2.345 0.113
C 11.181 -3.269 -0.285
C 11.551 -3.080 -1.743
O 7.856 -1.447 0.492
C 6.702 -1.788 1.250
C 7.077 -1.953 2.714
O 8.932 -1.389 -1.585
C 9.007 0.006 -1.308
C 10.138 0.424 -0.383
H 10.845 -4.292 -0.096
H 12.059 -3.087 0.340
H 10.708 -3.334 -2.394
H 12.396 -3.719 -2.012
H 11.815 -2.039 -1.948
H 6.219 -2.686 0.853
H 5.981 -0.972 1.149
H 7.938 -2.617 2.850
H 6.236 -2.354 3.288
H 7.361 -0.987 3.143
H 8.040 0.377 -0.952
H 9.172 0.492 -2.276
H 9.961 0.091 0.644
H 10.226 1.515 -0.360
H 11.093 0.007 -0.716
O -6.159 2.356 -3.632
P -7.404 2.591 -4.522
O -7.664 4.117 -3.941
C -6.847 5.161 -4.441
C -7.251 5.544 -5.850
O -8.405 1.748 -3.491
C -7.914 0.598 -2.812
C -7.562 0.956 -1.377
O -8.795 2.853 -5.516
C -10.140 2.862 -5.047
C -10.471 3.959 -4.050
H -5.794 4.866 -4.402
H -6.976 6.019 -3.777
H -7.056 4.724 -6.548
H -6.691 6.421 -6.187
H -8.320 5.767 -5.904
H -7.061 0.161 -3.341
H -8.706 -0.157 -2.816
H -6.922 1.843 -1.317
H -7.051 0.125 -0.883
H -8.471 1.191 -0.813
H -10.418 1.874 -4.664
H -10.762 3.021 -5.935
H -9.992 3.780 -3.083
H -11.551 3.999 -3.873
H -10.144 4.936 -4.416

Atomic forces in eV per Å
0.37 -0.10 0.87
0.21 0.55 -1.24
-1.61 -0.99 0.41
-0.27 0.42 -2.43
1.03 0.17 1.01
1.01 0.05 -0.66
-0.29 1.97 0.58
-0.16 0.21 1.39
0.27 0.20 -0.76
-1.21 -1.72 -0.11
0.36 -1.16 0.30
1.66 1.43 -0.72
-1.28 -6.47 3.59
2.59 2.55 -4.68
-1.26 5.68 0.42
1.64 -0.20 2.31
-1.40 3.11 1.91
0.03 -3.14 -2.81
0.33 0.23 4.30
-0.86 1.15 -4.34
9.10 1.33 -3.09
-6.01 1.85 -0.42
-2.77 -3.68 2.90
-1.03 1.54 3.77
4.87 -0.87 1.05
-2.00 -4.76 -1.08
-1.58 3.67 -3.91
-1.27 -2.24 -0.49
-1.43 0.96 1.64
2.45 -0.15 -0.05
1.56 2.16 -0.16
-1.88 1.04 0.76
0.99 -2.21 0.78
2.20 0.78 -1.11
0.08 -0.94 2.11
-0.73 -2.19 -1.06
-2.19 -0.32 1.25
0.76 -0.05 -2.40
-2.25 1.19 0.71
-0.55 1.65 2.02
1.40 -1.45 0.75
-2.28 1.46 -0.48
0.02 -1.55 -1.86
-0.12 -1.33 -0.61
0.74 1.04 0.19
0.73 -0.86 -0.58
-0.85 -1.72 -4.36
1.97 6.36 7.27
0.50 -0.84 -0.49
0.33 0.04 0.01
0.06 -0.04 -0.25
-0.23 -0.54 -1.55
-0.44 -0.08 0.77
0.07 0.02 0.20
-0.93 -3.33 -1.68
-0.40 0.96 0.17
0.01 -0.26 0.42
0.02 -0.03 0.06
-0.13 0.05 0.07
0.08 0.01 -0.02
-0.06 0.01 0.02
-0.03 -0.14 0.06
0.14 0.15 0.15
0.17 -0.06 -0.09
-0.19 -0.05 -0.19
0.06 0.12 -0.08
-0.13 -0.07 -0.05
0.21 -0.18 0.10
0.00 -0.40 -0.14
0.04 0.01 -0.20
-0.15 -0.08 -0.19
-0.12 0.08 0.01
1.02 -0.84 -4.55
-5.17 2.04 7.91
0.69 0.30 -0.59
0.04 0.46 -0.03
-0.01 0.06 -0.23
0.23 -0.57 -1.33
0.23 -0.15 0.59
-0.01 0.06 0.21
3.14 -0.87 -2.09
-0.96 -0.40 0.28
0.32 0.01 0.37
0.02 0.03 0.07
-0.03 -0.16 0.07
0.00 0.08 -0.02
-0.01 -0.08 0.03
0.15 -0.01 0.04
-0.07 0.17 0.16
-0.08 0.15 -0.09
0.01 -0.22 -0.20
-0.08 0.06 -0.03
0.07 -0.10 -0.07
0.17 0.21 0.07
0.39 0.01 -0.19
-0.04 0.06 -0.19
0.06 -0.14 -0.21
-0.08 -0.14 0.02

The HOMO energy is -6.763 eV. The total energy is -4751.50604 Ha. For the orbital gap, the calculation gives 5.5 eV. As for the total charge: -1. The value obtained for the LUMO energy is -1.26 eV. For the molecular weight, the calculation gives 845.9 g mol⁻¹.

=====

Entry from OMol25: C39H59BaClIN5O3P2 as an isolated structure (ωB97M-V/def2-TZVPD).

Cartesian coordinates (Å):
Ba 0.797 -1.337 0.678
C -3.435 -1.316 3.723
C -3.002 0.092 4.134
C -4.071 0.838 4.940
P -2.214 0.938 2.727
C -1.867 2.674 3.176
C -0.677 3.174 2.353
C -3.082 3.578 2.943
C -3.105 0.857 1.225
C -4.477 1.155 1.395
C -5.319 1.477 0.364
C -6.781 1.750 0.569
C -4.723 1.573 -0.910
C -3.413 1.261 -1.129
C -2.540 0.782 -0.091
N -1.322 0.299 -0.337
C -0.988 0.166 -1.702
C -1.575 -0.858 -2.459
C -1.226 -1.077 -3.778
C -0.267 -0.281 -4.398
C 0.183 -0.541 -5.807
C 0.279 0.760 -3.662
C -0.063 1.013 -2.330
P 0.522 2.486 -1.394
C 0.791 3.713 -2.760
C 1.423 4.981 -2.185
C -0.560 4.039 -3.395
C 2.246 1.910 -0.947
C 2.838 2.704 0.218
C 3.230 1.788 -2.105
H -3.743 -1.864 4.615
H -2.617 -1.870 3.259
H -4.278 -1.280 3.032
H -2.135 -0.012 4.804
H -5.033 0.862 4.433
H -3.782 1.859 5.182
H -4.220 0.309 5.882
H -1.617 2.692 4.243
H -0.862 3.043 1.285
H 0.249 2.659 2.603
H -0.535 4.239 2.541
H -3.316 3.631 1.879
H -2.840 4.581 3.294
H -3.976 3.244 3.467
H -4.889 1.148 2.395
H -7.019 1.824 1.631
H -7.406 0.960 0.147
H -7.083 2.687 0.097
H -5.323 1.911 -1.748
H -3.011 1.361 -2.128
H -2.361 -1.444 -1.988
H -1.709 -1.873 -4.336
H -0.511 -1.199 -6.330
H 1.165 -1.019 -5.810
H 0.268 0.384 -6.378
H 0.992 1.407 -4.160
H 1.460 3.312 -3.526
H 0.820 5.374 -1.363
H 1.485 5.754 -2.953
H 2.431 4.811 -1.806
H -1.253 4.422 -2.642
H -1.021 3.166 -3.859
H -0.440 4.807 -4.163
H 2.068 0.889 -0.592
H 3.043 3.740 -0.059
H 3.782 2.260 0.543
H 2.160 2.723 1.072
H 3.466 2.765 -2.531
H 2.839 1.152 -2.899
H 4.167 1.343 -1.763
O 2.814 -0.722 3.997
N 2.576 -1.320 2.852
N 2.148 -2.153 -3.108
C 3.264 -1.800 -2.379
C 4.544 -1.850 -2.954
C 5.625 -1.496 -2.185
C 5.430 -1.089 -0.865
C 4.137 -1.047 -0.397
N 3.066 -1.378 -1.133
H 2.336 -2.756 -3.893
H 1.371 -2.486 -2.553
H 4.665 -2.186 -3.975
H 6.623 -1.546 -2.602
H 6.254 -0.823 -0.220
H 3.935 -0.751 0.629
Cl -0.088 -3.133 3.052
I 3.203 -5.121 -0.708
C 3.377 -4.357 1.267
C 4.018 -5.154 2.185
C 4.188 -4.577 3.459
C 3.725 -3.328 3.740
C 3.016 -2.625 2.713
N 2.897 -3.149 1.444
H 4.396 -6.132 1.935
H 4.716 -5.137 4.222
H 3.849 -2.843 4.695
H 1.615 -2.378 3.038
C -0.409 -5.406 -2.356
C -0.587 -4.700 -1.032
O -0.278 -3.300 -1.141
H -0.632 -6.468 -2.251
H 0.619 -5.307 -2.704
H -1.079 -4.997 -3.116
H 0.099 -5.086 -0.279
H -1.605 -4.811 -0.649
H -0.895 -2.873 -1.750
C 0.052 0.191 3.789
O -0.810 0.212 2.599
H -0.208 1.010 4.459
H 1.089 0.289 3.483
H -0.072 -0.775 4.269

Atomic forces in eV per Å
-0.36 -0.26 -0.04
-0.01 0.01 0.00
-0.02 0.03 0.18
0.05 -0.05 -0.05
-0.09 -0.04 0.03
-0.01 0.03 0.03
-0.02 0.03 -0.01
0.02 -0.01 -0.02
0.01 0.05 -0.02
0.01 -0.02 0.04
0.06 -0.01 -0.06
-0.06 0.02 0.04
-0.06 0.02 0.03
0.07 -0.04 0.00
-0.09 -0.08 0.06
0.19 0.07 -0.05
-0.03 -0.03 0.05
-0.02 0.03 0.07
0.06 -0.01 -0.08
-0.05 0.03 0.06
-0.01 -0.04 -0.05
-0.05 -0.03 0.06
0.05 -0.02 -0.13
0.00 0.03 0.11
0.06 -0.03 -0.01
0.00 0.02 0.01
-0.03 0.03 -0.02
0.06 0.01 -0.04
-0.04 0.04 0.02
0.01 0.04 -0.04
0.00 -0.02 -0.01
-0.01 0.00 0.00
-0.02 0.01 -0.02
-0.15 0.02 -0.12
-0.05 0.01 -0.06
0.03 0.03 0.01
0.00 -0.02 0.00
-0.01 -0.06 -0.04
0.03 -0.01 -0.04
0.01 -0.03 0.01
0.01 -0.01 0.00
0.00 0.01 -0.01
-0.01 0.01 -0.01
-0.02 -0.01 0.01
-0.03 0.00 0.12
0.00 0.00 0.00
0.01 -0.01 -0.01
0.01 0.01 -0.01
-0.01 0.00 -0.01
-0.01 0.00 0.01
0.00 0.00 0.00
0.00 -0.01 -0.02
0.00 0.00 -0.01
0.01 0.00 -0.01
0.00 0.01 0.01
0.02 0.03 -0.01
-0.01 0.00 0.00
0.00 0.00 0.00
-0.01 0.00 -0.01
-0.02 -0.02 -0.03
-0.01 0.01 0.01
0.01 0.00 0.01
-0.01 0.01 -0.01
-0.01 0.01 0.02
0.00 -0.02 -0.01
0.00 -0.02 0.00
0.00 0.00 0.01
0.00 0.01 0.01
-0.01 -0.01 -0.02
0.01 0.01 0.02
0.13 -0.09 -0.12
-0.98 -1.06 0.03
0.03 -0.10 -0.04
0.03 0.06 -0.05
-0.05 0.01 0.05
0.01 0.00 0.01
0.01 0.00 -0.03
0.00 -0.04 0.03
-0.03 -0.03 0.01
0.00 0.02 -0.01
-0.02 0.03 0.05
0.00 -0.01 -0.02
0.01 0.00 0.01
0.01 0.01 0.00
0.00 0.02 0.02
-0.16 0.00 -0.24
0.01 0.01 -0.02
0.02 -0.17 -0.15
-0.04 0.12 -0.03
0.07 -0.10 0.08
-0.08 0.13 -0.10
1.09 0.08 0.12
0.02 -0.05 0.21
-0.01 -0.01 -0.02
0.00 0.00 0.01
-0.01 0.03 0.00
0.03 1.09 0.08
-0.01 -0.05 -0.02
-0.03 0.09 0.10
0.18 0.20 0.09
0.00 -0.01 0.01
0.01 0.01 0.00
-0.01 0.02 0.00
-0.02 -0.02 -0.03
0.01 -0.02 -0.01
-0.02 -0.04 -0.01
-0.02 0.01 0.04
0.20 0.07 -0.07
0.05 0.00 0.01
0.09 0.02 0.00
0.02 0.02 0.03

The HOMO energy is -5.844 eV. The total energy is -3487.11278 Ha. For the orbital gap, the calculation gives 6.1 eV. As for the total charge: 0. The value obtained for the LUMO energy is 0.28 eV. For the molecular weight, the calculation gives 1007.6 g mol⁻¹. For the energy above the lowest of the compared OMol25 structures with the same formula, charge and spin, the calculation gives 6.9 kcal/mol.

=====

Entry from OMol25: a 3-piece molecular cluster, C41H35BF8NO9 overall (ωB97M-V/def2-TZVPD).

Cartesian coordinates (Å):
C -2.193 0.521 2.732
C -3.238 1.273 1.910
C -3.788 0.414 0.788
O -2.689 0.027 -0.030
N -3.036 -0.480 -1.341
B -3.204 0.666 -2.274
C -4.532 1.516 -2.347
O -2.142 1.010 -3.093
C -4.050 -1.511 -1.324
C -3.656 -2.725 -0.459
C -2.179 -3.006 -0.232
O -1.400 -2.906 -1.404
C -0.121 -2.445 -1.154
C 0.548 -2.149 -2.481
F 0.986 -3.294 -3.072
F -0.287 -1.544 -3.337
C 1.811 -1.229 -2.317
F 2.810 -1.651 -3.114
F 2.268 -1.294 -1.025
C 1.581 0.275 -2.603
F 1.414 0.471 -3.924
F 0.476 0.694 -1.940
C 2.731 1.172 -2.105
F 2.561 2.403 -2.647
F 3.926 0.696 -2.521
C -4.413 -1.926 -2.815
O -3.479 -2.297 -3.530
O -5.632 -1.830 -3.045
H -1.917 1.074 3.633
H -2.572 -0.454 3.046
H -1.289 0.352 2.146
H -4.061 1.575 2.561
H -2.773 2.157 1.463
H -4.268 -0.477 1.217
H -4.543 0.943 0.207
H -4.609 2.070 -3.282
H -4.553 2.230 -1.515
H -5.409 0.873 -2.240
H -1.502 1.607 -2.700
H -5.015 -1.144 -0.948
H -4.070 -2.586 0.546
H -4.151 -3.605 -0.877
H -2.060 -4.016 0.190
H -1.805 -2.302 0.523
H 0.502 -3.186 -0.632
H -0.152 -1.521 -0.562
H 2.721 1.260 -1.019
C -6.445 0.057 9.695
C -6.394 -0.385 8.377
C -5.755 0.376 7.413
C -5.168 1.585 7.763
C -5.227 2.034 9.083
C -5.864 1.262 10.048
C -4.626 3.339 9.484
O -4.668 3.724 10.634
C -3.976 4.156 8.419
C -3.440 5.394 8.753
C -2.823 6.164 7.782
C -2.733 5.700 6.474
C -3.266 4.469 6.135
C -3.893 3.695 7.104
C -4.475 2.380 6.708
O -4.387 1.974 5.571
H -6.941 -0.543 10.447
H -6.854 -1.325 8.102
H -5.700 0.047 6.384
H -5.895 1.623 11.067
H -3.516 5.737 9.776
H -2.409 7.129 8.043
H -2.246 6.302 5.718
H -3.208 4.091 5.123
C 11.278 -3.371 -6.862
C 11.645 -2.319 -6.029
C 10.677 -1.484 -5.498
C 9.337 -1.693 -5.800
C 8.970 -2.741 -6.643
C 9.945 -3.582 -7.168
C 7.540 -2.977 -7.008
O 7.230 -3.897 -7.735
C 6.525 -2.042 -6.451
C 5.190 -2.215 -6.799
C 4.226 -1.363 -6.287
C 4.589 -0.338 -5.422
C 5.915 -0.161 -5.069
C 6.890 -1.008 -5.584
C 8.311 -0.785 -5.203
O 8.637 0.099 -4.439
H 12.035 -4.026 -7.272
H 12.688 -2.153 -5.795
H 10.941 -0.664 -4.844
H 9.638 -4.392 -7.815
H 4.925 -3.022 -7.467
H 3.186 -1.500 -6.554
H 3.831 0.320 -5.021
H 6.211 0.628 -4.392

Atomic forces in eV per Å
0.07 0.04 0.05
0.25 -0.27 -0.05
-0.06 -0.13 0.06
0.02 0.27 -0.05
0.15 -0.35 -0.01
-0.05 -0.03 -0.06
-0.13 -0.30 -0.14
-0.09 0.37 0.22
-0.08 0.08 0.21
-0.09 -0.08 -0.19
-0.01 0.10 0.28
0.04 -0.29 -0.20
-0.20 0.08 0.08
0.12 0.24 -0.18
-0.07 -0.07 0.08
0.11 -0.06 -0.01
-0.01 0.02 0.09
-0.08 0.00 -0.02
0.03 -0.07 -0.11
-0.08 -0.06 0.01
0.02 -0.02 0.07
0.14 -0.03 -0.05
-0.07 0.07 0.02
0.01 -0.03 0.05
0.04 0.07 0.03
0.12 0.13 0.47
0.21 -0.02 -0.30
-0.43 -0.04 -0.23
-0.02 0.03 -0.01
-0.02 0.01 0.00
-0.03 -0.04 -0.01
-0.03 0.13 -0.07
-0.14 0.13 0.11
-0.01 0.01 -0.03
-0.02 0.08 -0.02
0.00 0.06 0.03
0.05 0.07 -0.02
-0.01 0.02 -0.01
0.15 -0.15 -0.07
0.09 0.05 0.13
-0.02 -0.11 0.03
0.03 0.01 -0.04
-0.03 0.02 0.02
0.04 0.08 -0.12
0.06 0.08 0.06
0.02 0.01 0.00
0.05 -0.06 0.00
0.01 0.01 0.00
0.00 0.01 -0.01
-0.02 -0.05 0.02
0.03 0.03 -0.01
0.00 0.04 -0.01
-0.03 -0.05 0.02
0.01 -0.01 -0.03
-0.01 0.01 0.01
-0.02 -0.03 0.01
0.04 0.05 -0.01
0.00 -0.01 0.01
0.00 -0.01 0.00
0.03 0.05 -0.01
-0.02 -0.03 0.01
0.01 0.02 0.03
-0.01 -0.02 -0.04
0.00 0.00 0.00
0.00 0.00 0.00
0.02 0.02 -0.01
0.01 0.03 -0.01
-0.01 -0.03 0.01
0.01 0.00 0.00
0.00 0.00 0.00
-0.02 -0.02 0.00
-0.01 0.00 0.00
-0.01 0.01 0.00
0.06 -0.02 0.00
-0.04 0.00 0.01
-0.04 0.02 -0.01
0.06 -0.02 -0.01
0.02 0.02 0.02
-0.01 0.00 -0.02
0.03 -0.01 0.00
-0.05 0.01 0.02
0.00 -0.01 0.00
-0.01 0.01 -0.05
-0.05 0.03 0.00
0.03 -0.01 -0.01
0.00 -0.03 -0.02
0.00 0.02 0.00
0.00 0.00 0.00
0.00 -0.01 0.00
-0.03 0.01 0.01
-0.03 0.01 0.00
0.03 -0.01 0.00
-0.01 0.00 0.01
0.00 -0.01 -0.01
0.02 0.00 0.00

The HOMO energy is -4.427 eV. The total energy is -3139.16507 Ha. For the orbital gap, the calculation gives 4.5 eV. As for the total charge: -1. The value obtained for the LUMO energy is 0.08 eV. For the molecular weight, the calculation gives 848.5 g mol⁻¹. For the energy above the lowest of the compared OMol25 structures with the same formula, charge and spin, the calculation gives 0.0 kcal/mol.

=====

Entry from OMol25: C6H12N2O as an isolated structure (ωB97M-V/def2-TZVPD).

Cartesian coordinates (Å):
C -1.103 1.059 -1.653
C -0.871 0.470 1.032
C 0.986 -1.333 1.456
N 0.257 0.687 -1.709
C 0.683 -0.134 0.560
C 0.561 -0.453 -0.915
N -0.670 1.523 1.783
C 0.493 -1.667 -1.452
O 1.507 0.936 0.763
H 0.864 1.451 -1.416
H 0.810 1.648 1.407
H -1.480 2.123 1.907
H -1.291 1.931 -2.274
H -1.732 0.236 -1.982
H -1.527 -0.384 1.211
H -1.575 1.092 -0.383
H 0.186 -2.070 1.419
H 1.105 -0.982 2.480
H 1.923 -1.790 1.141
H 0.567 -2.566 -0.867
H 0.307 -1.776 -2.508

Atomic forces in eV per Å
-1.32 -0.99 2.13
3.93 -0.78 2.43
-0.05 0.39 -0.13
0.85 0.36 -0.02
-2.04 0.90 0.37
-0.68 -0.34 0.05
-0.58 -0.60 -2.33
-0.02 0.24 0.17
-1.02 1.83 1.62
-0.16 -0.08 -0.04
1.29 -1.84 -1.60
-0.03 -0.32 0.89
-0.24 0.36 0.61
0.01 -0.06 -0.32
-1.09 0.68 -0.63
1.01 0.56 -3.18
-0.01 -0.15 0.02
-0.04 0.00 0.02
-0.01 -0.07 -0.03
0.16 -0.11 0.15
0.04 0.02 -0.16

The HOMO energy (alpha / beta) is -8.718 / -8.718 eV. The total energy is -420.42794 Ha. For the orbital gap (alpha / beta), the calculation gives 8.9 / 8.9 eV. As for the total charge: 0. The value obtained for the LUMO energy (alpha / beta) is 0.15 / 0.15 eV. For the molecular weight, the calculation gives 128.2 g mol⁻¹. For the energy above the lowest of the compared OMol25 structures with the same formula, charge and spin, the calculation gives 97.9 kcal/mol.

=====

In order of appearance, largest force on an atom = 9.9 1.4 0.5 4.7 eV/A.